Entry from the OMol25 dataset: 12 unconnected molecules or ions with the total composition C32H80O15 (ωB97M-V/def2-TZVPD).

Each line ends with the Mulliken charge.
Atoms and positions in Å:
C (0.580, -0.069, 3.811)  -1.17
C (-0.803, 0.573, 3.635)  -0.57
C (-0.932, 1.209, 2.262)  -0.66
C (-0.890, 0.174, 1.108)  -0.25
C (0.080, 0.443, 0.015)  0.88
C (0.237, 1.525, -0.754)  0.42
C (-0.445, 2.849, -0.593)  -0.46
O (0.104, 3.888, -1.343)  0.27
C (1.417, 4.245, -0.951)  -0.91
C (1.105, 1.068, -1.898)  -0.35
O (1.298, 1.529, -2.995)  -0.52
O (1.357, -0.315, -1.713)  -0.34
C (1.195, -0.478, -0.353)  -0.03
O (1.991, -0.983, 0.408)  -0.53
H (0.778, -0.280, 4.853)  0.46
H (1.345, 0.615, 3.464)  0.32
H (0.579, -1.009, 3.276)  0.16
H (-1.524, -0.215, 3.813)  0.35
H (-0.946, 1.365, 4.361)  0.19
H (-0.085, 1.867, 2.110)  0.36
H (-1.845, 1.784, 2.175)  0.37
H (-0.701, -0.833, 1.465)  0.26
H (-1.861, 0.100, 0.622)  0.40
H (-1.514, 2.812, -0.770)  0.31
H (-0.317, 3.095, 0.460)  0.42
H (1.686, 3.764, -0.016)  0.44
H (2.122, 3.974, -1.726)  0.01
H (1.462, 5.320, -0.807)  0.21
C (0.026, -5.014, 2.585)  -0.98
C (-0.889, -4.438, 3.650)  0.10
O (-1.677, -3.364, 3.127)  -0.42
H (0.686, -4.239, 2.191)  0.18
H (0.635, -5.823, 2.989)  0.37
H (-0.557, -5.403, 1.746)  0.26
H (-0.306, -4.034, 4.476)  0.35
H (-1.549, -5.213, 4.044)  -0.08
H (-2.201, -3.724, 2.405)  0.22
C (2.569, 3.913, -4.496)  -0.29
C (2.670, 4.883, -5.658)  -0.27
O (4.030, 5.081, -6.044)  -0.57
H (3.138, 4.285, -3.645)  0.24
H (1.534, 3.769, -4.192)  -0.18
H (2.987, 2.940, -4.764)  0.39
H (2.273, 5.859, -5.386)  0.23
H (2.103, 4.510, -6.519)  0.15
H (4.389, 4.228, -6.299)  0.32
C (-2.843, 0.223, -2.675)  -0.77
C (-4.256, 0.597, -2.271)  -0.38
O (-4.485, 1.999, -2.397)  -0.51
H (-2.119, 0.765, -2.064)  -0.01
H (-2.668, -0.848, -2.557)  0.32
H (-2.652, 0.491, -3.716)  0.45
H (-4.437, 0.346, -1.226)  0.28
H (-4.986, 0.055, -2.882)  0.30
H (-4.343, 2.237, -3.317)  0.29
C (-0.442, 5.923, -3.710)  -0.13
C (-1.869, 6.219, -3.301)  -0.75
O (-2.186, 7.603, -3.457)  -0.54
H (0.253, 6.524, -3.119)  0.29
H (-0.210, 4.871, -3.560)  -0.28
H (-0.273, 6.176, -4.760)  0.47
H (-2.014, 5.979, -2.247)  0.19
H (-2.576, 5.622, -3.885)  0.46
H (-2.075, 7.828, -4.384)  0.32
C (5.079, -1.531, -1.030)  -0.78
C (4.929, -2.905, -0.409)  -0.20
O (6.087, -3.716, -0.630)  -0.48
H (5.257, -1.615, -2.103)  0.30
H (4.183, -0.935, -0.867)  0.01
H (5.934, -1.003, -0.599)  0.37
H (4.089, -3.436, -0.853)  0.24
H (4.750, -2.820, 0.667)  0.26
H (6.837, -3.265, -0.232)  0.27
C (5.735, -7.326, -0.764)  -0.55
C (7.096, -7.786, -0.280)  -0.28
O (8.140, -7.282, -1.110)  -0.52
H (5.566, -7.649, -1.792)  0.26
H (4.936, -7.724, -0.135)  0.30
H (5.674, -6.236, -0.751)  -0.05
H (7.172, -8.872, -0.308)  0.30
H (7.265, -7.459, 0.752)  0.24
H (8.087, -6.323, -1.087)  0.29
C (-2.811, 2.668, 8.294)  -1.11
C (-1.920, 1.687, 7.553)  -0.07
O (-0.654, 2.274, 7.256)  -0.52
H (-2.959, 3.568, 7.699)  0.30
H (-3.785, 2.228, 8.514)  0.32
H (-2.349, 2.971, 9.237)  0.32
H (-2.370, 1.400, 6.604)  0.24
H (-1.765, 0.779, 8.147)  0.26
H (-0.249, 2.514, 8.094)  0.29
C (-4.578, -5.608, 0.384)  -0.79
C (-4.477, -4.669, -0.804)  -0.25
O (-3.121, -4.431, -1.174)  -0.48
H (-4.038, -5.197, 1.238)  0.05
H (-5.617, -5.769, 0.674)  0.33
H (-4.131, -6.578, 0.154)  0.34
H (-4.908, -3.699, -0.562)  0.26
H (-5.020, -5.078, -1.663)  0.29
H (-2.725, -5.274, -1.407)  0.26
C (2.239, 0.717, -7.791)  -0.92
C (0.983, 1.550, -7.967)  -0.13
O (0.060, 1.310, -6.906)  -0.50
H (1.988, -0.343, -7.758)  0.28
H (2.943, 0.886, -8.607)  0.33
H (2.735, 0.963, -6.848)  0.23
H (0.481, 1.291, -8.898)  0.32
H (1.227, 2.618, -7.998)  0.13
H (0.492, 1.545, -6.079)  0.28
C (-3.550, -7.315, 7.202)  -1.14
C (-2.961, -6.743, 5.926)  -0.12
O (-1.570, -7.039, 5.808)  -0.51
H (-3.024, -6.922, 8.072)  0.30
H (-4.609, -7.069, 7.291)  0.34
H (-3.446, -8.403, 7.221)  0.33
H (-3.049, -5.658, 5.918)  0.27
H (-3.490, -7.136, 5.051)  0.26
H (-1.474, -7.995, 5.801)  0.28
C (-2.532, 7.245, 0.990)  -0.94
C (-1.406, 8.200, 0.639)  -0.22
O (-0.474, 7.605, -0.258)  -0.50
H (-2.131, 6.335, 1.439)  0.18
H (-3.233, 7.703, 1.690)  0.37
H (-3.082, 6.954, 0.092)  0.29
H (-0.847, 8.477, 1.532)  0.30
H (-1.808, 9.114, 0.189)  0.28
H (-0.956, 7.370, -1.057)  0.18

Atoms 1-2, force components in eV/Å:
C -0.7 0.3 0.2
C 0.7 0.1 0.0

Summary:
SMILES string: CCCCC1=C(COC)C(=O)OC1=O.CCO.CCO.CCO.CCO.CCO.CCO.CCO.CCO.CCO.CCO.CCO
energy relative to the best compared isomer or geometry (same formula, charge and spin): 0.0 kcal per mole